1.
C21H43BO2P2Pt as an isolated structure, computed with ωB97M-V/def2-TZVPD.

The spin multiplicity is 5. As for the energy above the lowest of the compared OMol25 structures with the same formula, charge and spin: 83.84 kJ/mol. As for the expectation value of S²: 6.0116. For the total energy, the calculation gives -49050.78201 eV. For the HOMO-LUMO gap (alpha / beta), the calculation gives 5.227 / 6.805 eV. Its total charge is +2.

Last column: Mulliken spin population.
Atoms and positions in Å:
H (0.54, 3.07, 4.00)  0.001
H (-1.89, 1.45, 5.59)  0.001
C (-0.63, -3.60, -3.92)  0.006
H (2.06, 3.23, -2.14)  0.001
H (-1.70, -3.38, -4.02)  -0.018
O (1.98, 0.70, 4.14)  0.188
H (1.88, 0.02, -4.18)  -0.001
C (0.43, -0.69, -1.04)  0.217
H (-1.26, -1.53, 4.90)  0.000
O (-0.06, 0.05, 3.22)  0.055
C (-2.75, 0.66, -2.14)  0.166
H (-1.55, 2.06, 3.95)  0.000
H (0.03, 3.04, -5.09)  0.003
H (-0.20, -3.87, -4.90)  0.001
C (-1.62, 1.16, 4.56)  -0.001
H (2.40, -3.08, -2.74)  -0.002
C (0.85, 0.36, -4.35)  -0.007
C (1.18, -2.95, 2.30)  0.353
C (-1.93, -1.70, -1.57)  0.626
C (-0.32, 0.39, 4.57)  -0.008
H (-2.41, 0.53, 4.15)  0.000
H (1.78, -3.31, 3.15)  -0.005
H (-1.17, -0.45, -4.25)  -0.018
H (2.13, -2.94, -4.51)  0.003
P (0.49, 1.67, -3.11)  0.050
H (-2.53, 2.51, -1.08)  -0.025
H (-0.83, -0.70, 6.41)  0.001
C (-2.67, -0.56, -1.12)  0.122
C (-0.53, 1.77, -1.57)  0.126
H (-0.88, 3.63, -3.65)  0.018
C (-0.50, -1.78, -1.71)  0.070
C (2.01, -2.44, -3.54)  0.010
H (2.25, 1.58, 6.72)  0.000
H (-0.20, 2.73, -1.13)  -0.007
H (1.18, -3.66, 1.45)  0.015
P (0.26, -2.17, -3.29)  0.057
C (2.03, 2.60, -3.04)  0.003
H (2.88, 1.91, -3.01)  -0.001
H (-0.74, 0.57, 0.30)  0.023
H (1.34, -0.52, -1.64)  0.000
H (0.44, -1.48, 5.44)  -0.001
H (-2.22, -0.22, -0.17)  0.028
H (1.76, 3.17, 5.27)  0.000
C (-0.54, 2.74, -4.20)  0.030
C (-0.14, -0.80, -4.42)  0.049
C (1.44, 0.90, 6.46)  -0.001
C (-1.98, 1.80, -1.68)  0.577
Pt (2.04, -1.25, 1.74)  0.940
H (0.63, 1.09, 7.18)  0.000
H (0.85, -1.18, -0.11)  -0.051
H (1.79, -0.12, 6.60)  0.000
H (0.15, -2.70, 2.63)  -0.023
H (-3.70, -0.88, -0.89)  -0.002
H (0.86, 1.08, -0.03)  -0.112
C (-0.50, -0.90, 5.38)  0.003
H (-0.51, -4.45, -3.25)  -0.001
H (2.10, 3.23, -3.94)  0.001
H (0.88, 0.85, -5.32)  0.001
H (-2.47, -2.64, -1.62)  -0.025
H (-2.41, 0.31, -3.13)  -0.022
H (0.07, 2.98, 5.71)  0.000
B (1.34, -0.03, 3.13)  0.298
C (-0.03, 0.67, -0.53)  0.205
H (-0.13, -1.22, -5.43)  0.002
H (-3.82, 0.92, -2.17)  0.020
C (0.83, 2.67, 4.98)  -0.003
C (0.98, 1.16, 5.04)  0.035
H (-0.21, -2.76, -1.24)  0.043
H (2.57, -1.50, -3.55)  0.000
H (-1.44, 2.22, -4.54)  -0.017


2.
C32H43BBrHgN7S3 as an isolated structure, computed with ωB97M-V/def2-TZVPD.

The spin multiplicity is 2. As for the energy above the lowest of the compared OMol25 structures with the same formula, charge and spin: 0.00 kJ/mol. As for the expectation value of S²: 0.7610. For the total energy, the calculation gives -151709.22410 eV. For the HOMO-LUMO gap (alpha / beta), the calculation gives 6.155 / 6.770 eV. Its total charge is +1.

Last column: Mulliken spin population.
Atoms and positions in Å:
H (2.47, -0.79, 2.50)  0.000
H (2.98, 1.71, -4.00)  -0.001
H (2.11, -3.36, 3.12)  0.000
H (-3.60, -2.47, 4.91)  0.000
C (-2.49, -0.65, 2.20)  0.003
C (1.37, 3.65, 1.22)  0.000
H (-4.91, 2.11, -0.37)  -0.001
N (-1.58, -0.04, 0.19)  -0.002
C (0.32, 3.25, 2.25)  0.000
C (-3.71, -1.72, 4.13)  0.001
H (-4.02, 1.16, -4.84)  -0.002
H (-1.31, -1.33, 5.33)  0.000
C (-2.36, -1.51, 3.44)  0.004
H (-0.41, -0.69, 3.95)  0.000
C (-3.50, 0.34, 2.03)  0.024
C (1.01, 5.02, 0.62)  -0.001
C (-1.40, -0.77, 4.40)  -0.002
H (-0.67, -5.33, -1.94)  -0.001
C (3.46, 1.84, -3.04)  -0.005
H (-2.39, -3.40, 2.37)  0.001
C (1.43, 2.64, 0.08)  0.003
C (1.43, 0.79, -1.94)  0.069
C (2.75, 3.71, 1.90)  -0.001
C (0.30, -4.04, -0.53)  -0.044
H (-0.76, -2.76, 2.65)  0.002
H (3.53, 4.02, 1.20)  0.000
H (3.87, -3.25, 3.34)  0.000
H (1.72, 5.32, -0.15)  0.001
C (3.08, -3.48, 2.62)  0.000
C (-1.05, 0.75, -6.13)  -0.004
C (-1.08, 1.58, -7.23)  0.000
H (0.02, 4.99, 0.17)  0.000
N (0.53, 1.70, 0.07)  0.032
N (-2.08, 0.61, -5.29)  -0.001
H (-1.67, -3.48, 3.99)  0.000
H (4.01, 2.77, -3.02)  0.001
H (3.02, 2.74, 2.31)  0.000
H (4.22, -1.03, 2.58)  0.000
H (-4.26, 0.47, 2.79)  0.000
H (3.48, -0.39, 1.10)  0.000
C (1.96, -2.67, 0.55)  0.000
C (2.44, 1.80, -1.94)  -0.046
H (4.54, -2.25, -0.28)  0.000
C (-0.28, -5.36, -0.93)  -0.003
H (3.18, 3.47, -0.90)  0.000
H (-0.16, 0.17, -5.90)  0.004
C (-2.50, 0.92, -0.06)  0.090
H (4.17, 1.01, -2.92)  -0.001
H (-4.23, 2.73, -6.75)  0.000
C (-3.53, 1.11, 0.92)  -0.049
H (2.02, -4.83, 0.41)  0.000
C (4.43, -2.92, 0.58)  -0.001
H (5.33, -2.85, 1.19)  0.000
C (-3.19, 1.31, -5.53)  0.000
C (-2.23, 2.32, -7.45)  -0.001
C (3.35, -1.10, 1.93)  -0.001
H (2.72, 4.44, 2.71)  0.000
H (-0.23, 1.66, -7.89)  0.000
H (-5.46, 1.95, 1.32)  0.001
H (-1.76, 0.23, 4.63)  0.001
H (0.31, 3.98, 3.06)  0.000
H (0.54, 2.26, 2.67)  -0.001
C (3.20, -2.53, 1.42)  0.000
C (-1.75, -2.87, 3.09)  -0.005
N (0.20, -1.67, -0.50)  0.017
S (1.28, -0.36, -3.19)  0.110
H (-4.22, 3.13, 0.88)  -0.003
H (1.01, 5.77, 1.41)  0.000
C (-4.60, 2.13, 0.68)  -0.009
H (-4.46, -2.07, 3.42)  0.000
N (1.36, -1.58, 0.19)  0.032
H (-1.12, -5.62, -0.28)  -0.003
Br (-2.31, 3.52, -8.90)  0.000
S (-1.92, -2.84, -1.59)  0.149
C (1.47, -3.94, 0.16)  0.018
C (2.43, 2.70, -0.93)  0.022
H (0.47, -6.15, -0.85)  0.001
N (-1.59, -0.83, 1.28)  0.038
H (4.35, -3.94, 0.21)  0.000
H (3.19, -4.53, 2.33)  0.000
C (-3.31, 2.18, -6.60)  0.001
Hg (-1.54, -0.40, -3.03)  0.310
N (0.56, 0.78, -0.91)  0.017
H (-4.07, -0.80, 4.61)  0.000
S (-2.42, 1.81, -1.50)  0.104
C (-0.40, -2.83, -0.84)  0.048
H (-0.67, 3.21, 1.80)  0.001
B (-0.42, -0.33, -0.70)  0.080


3.
C6H16N2 as an isolated structure, computed with ωB97M-V/def2-TZVPD.

As for the energy above the lowest of the compared OMol25 structures with the same formula, charge and spin: 529.89 kJ/mol. For the total energy, the calculation gives -9456.58238 eV. For the HOMO-LUMO gap, the calculation gives 7.787 eV. Its total charge is 0.

Last column: Mulliken charge in e.
Atoms and positions in Å:
H (0.00, -0.48, -0.94)  0.312
C (2.55, -0.65, -0.52)  -0.043
H (2.04, -1.25, 0.25)  0.157
H (-0.73, 0.40, 2.31)  0.260
C (0.29, 0.39, 1.79)  -0.819
H (-1.71, 2.94, 0.03)  0.280
N (0.65, 1.70, 1.28)  -0.709
H (-11.48, -4.20, -1.68)  0.000
C (0.44, 0.61, -0.90)  -1.223
N (1.93, 0.62, -0.81)  -0.409
H (4.05, 0.08, 0.85)  0.266
H (-2.06, 1.31, -0.67)  0.350
H (0.98, 0.18, 2.65)  0.302
C (-1.58, 1.79, 0.17)  -1.139
H (-11.30, -4.98, -1.74)  0.000
C (4.00, -0.47, -0.15)  -1.241
H (0.18, 1.06, -1.92)  0.373
H (4.56, 0.11, -0.91)  0.310
H (0.39, -0.53, 1.17)  0.151
H (-2.14, 1.49, 1.02)  0.346
H (2.48, -1.31, -1.42)  0.305
C (-0.13, 1.41, 0.23)  1.345
H (2.04, 1.23, -0.05)  0.462
H (4.53, -1.46, -0.04)  0.363


- Which formula does entry 3 have?
  C6H16N2